Record 1
A cluster of 7 separate species, C34H61FN9O5P in total at a distorted geometry, computed with ωB97M-V/def2-TZVPD.

Structure (XYZ):
```
111
Properties=species:S:1:pos:R:3:forces:R:3:lowdin_charge:R:1
N -1.705 0.174 -3.103 -0.452 0.736 -0.039 0.142
C -2.669 0.054 -2.273 0.492 -0.096 -0.410 -0.542
N -3.977 -0.365 -2.636 -0.269 -0.334 -0.229 0.103
N -2.497 0.311 -0.937 -1.015 1.090 -0.760 0.038
C -3.669 0.329 -0.071 0.774 -0.692 0.086 -0.212
C -3.954 -1.110 0.355 0.001 0.449 0.549 -0.209
C -2.639 -1.869 0.547 -0.495 -0.481 0.225 -0.287
C -2.307 -2.789 -0.602 0.439 -0.520 -0.298 -0.311
P -0.579 -3.615 -0.378 -0.542 1.504 0.516 0.682
C 0.332 -2.149 -1.357 -0.440 -0.706 0.786 -0.626
O 0.115 -2.004 -2.596 -0.163 -1.305 0.413 -0.100
O 1.081 -1.403 -0.661 -2.000 -0.861 0.448 -0.170
O 0.965 -4.471 -0.024 -1.105 -0.518 0.429 -0.367
C 0.875 -5.701 -0.654 0.498 0.040 0.275 -0.295
C 0.424 -5.349 -2.047 0.251 0.679 0.374 -0.430
C 0.134 -6.535 -2.925 0.112 0.056 -0.349 -0.042
C 1.203 -6.831 -3.897 0.765 0.312 0.077 -0.455
O 2.308 -6.415 -3.972 -0.048 -0.149 -0.134 0.159
F 0.800 -7.765 -4.813 -0.177 -0.309 -0.279 0.044
O -0.699 -4.553 -1.884 -0.880 -0.312 0.295 -0.258
H -2.000 -0.097 -4.034 0.030 -0.181 -0.047 0.042
H -4.002 -0.432 -3.642 0.002 -0.069 -0.119 0.067
H -4.138 -1.304 -2.283 -0.123 0.065 0.186 0.065
H -1.846 1.073 -0.811 0.524 -0.263 0.195 0.065
H -3.374 0.857 0.824 0.103 0.342 0.252 0.110
H -4.537 0.817 -0.499 -0.197 0.187 -0.220 0.094
H -4.621 -1.607 -0.339 -0.083 -0.244 -0.224 0.082
H -4.491 -1.055 1.298 -0.281 -0.060 0.274 0.091
H -2.739 -2.481 1.439 0.064 -0.276 0.309 0.089
H -1.833 -1.181 0.751 0.283 0.254 -0.023 0.095
H -2.383 -2.299 -1.568 0.252 0.149 -0.192 0.049
H -3.054 -3.582 -0.593 -0.139 -0.337 -0.168 0.063
H -0.379 -2.928 0.877 0.102 0.125 -0.210 0.004
H -1.286 -4.677 0.363 0.262 -0.254 -0.119 0.018
H 0.137 -6.363 -0.180 -0.171 -0.146 0.112 0.101
H 1.846 -6.198 -0.617 0.263 -0.203 -0.173 0.119
H 1.220 -4.711 -2.430 0.308 -0.166 -0.646 0.134
H 0.035 -7.439 -2.330 -0.356 -0.272 0.134 0.133
H -0.773 -6.365 -3.491 -0.379 -0.073 0.004 0.132
C 3.567 1.161 -1.982 0.043 -0.076 -0.236 -0.121
C 2.653 -0.055 -2.121 0.467 0.938 -0.172 -0.277
C 1.286 0.278 -2.719 1.150 1.904 -0.159 -0.198
C 0.562 1.207 -1.877 0.126 -0.381 0.481 -0.232
N 0.010 1.820 -1.071 0.144 0.686 -0.069 0.142
H 3.136 1.900 -1.305 -0.071 0.044 0.003 0.061
H 4.538 0.869 -1.576 0.144 0.022 0.026 0.049
H 3.738 1.643 -2.950 0.075 0.116 -0.003 0.058
H 2.500 -0.518 -1.144 -0.134 0.646 -0.927 0.047
H 3.137 -0.800 -2.757 -0.035 -0.079 -0.129 0.115
H 0.672 -0.623 -2.792 -0.279 -0.354 -0.189 0.018
H 1.386 0.713 -3.718 0.001 0.112 -0.106 0.114
C -1.764 7.044 -0.775 -0.015 0.018 0.248 -0.142
C -0.898 5.910 -0.236 -0.014 0.181 -0.106 -0.253
C -1.651 4.577 -0.147 0.169 0.287 0.079 -0.200
C -2.798 4.705 0.747 -0.596 -0.165 0.492 -0.247
N -3.694 4.816 1.466 0.457 0.059 -0.405 0.124
H -2.611 7.237 -0.112 -0.011 -0.032 0.012 0.066
H -1.187 7.968 -0.853 0.015 -0.011 -0.056 0.060
H -2.147 6.803 -1.762 -0.018 -0.020 -0.051 0.037
H -0.520 6.179 0.752 0.026 -0.060 0.026 0.107
H -0.032 5.776 -0.885 -0.013 -0.113 0.009 0.110
H -0.990 3.794 0.222 -0.072 -0.171 -0.107 0.089
H -2.006 4.271 -1.131 0.036 -0.102 -0.007 0.121
C 3.200 -3.194 -1.076 0.736 -0.133 -0.167 -0.090
C 3.640 -2.087 -0.135 0.469 -0.240 0.252 -0.248
C 4.681 -2.560 0.896 -0.134 0.051 -0.298 -0.179
C 4.161 -3.609 1.769 -0.134 -0.171 0.268 -0.231
N 3.743 -4.387 2.507 0.224 0.059 -0.098 0.160
H 2.698 -3.995 -0.536 0.184 0.255 -0.057 0.049
H 2.486 -2.806 -1.801 0.217 -0.126 0.024 0.061
H 4.058 -3.613 -1.617 0.138 0.062 -0.064 0.081
H 2.762 -1.683 0.373 0.147 -0.177 0.024 0.105
H 4.081 -1.270 -0.713 0.261 -0.210 0.338 0.082
H 4.990 -1.730 1.537 0.053 0.017 0.028 0.104
H 5.570 -2.943 0.390 0.064 -0.051 0.034 0.110
C 0.399 -3.606 3.646 -0.020 -0.021 0.050 -0.106
C 0.069 -3.633 5.135 0.064 -0.131 -0.343 -0.266
C -1.235 -2.922 5.515 0.220 -0.153 -0.086 -0.193
C -1.188 -1.502 5.179 -0.158 0.790 -0.160 -0.242
N -1.160 -0.374 4.938 0.062 -0.604 0.206 0.138
H 0.563 -2.594 3.274 -0.098 0.047 -0.022 0.071
H 1.316 -4.167 3.467 -0.019 -0.010 -0.081 0.048
H -0.386 -4.054 3.035 -0.003 0.035 -0.059 0.068
H 0.895 -3.185 5.677 -0.073 -0.004 0.248 0.053
H 0.000 -4.676 5.452 -0.050 0.054 0.161 0.107
H -1.412 -2.999 6.589 -0.046 -0.013 0.010 0.108
H -2.083 -3.374 4.998 -0.023 0.043 -0.051 0.117
C 2.992 0.153 5.768 0.060 0.033 -0.031 -0.108
C 4.228 -0.570 5.242 -0.115 0.194 0.001 -0.260
C 3.934 -2.017 4.825 0.143 0.531 0.157 -0.196
C 3.434 -2.773 5.966 -0.371 -0.816 0.231 -0.239
N 2.981 -3.397 6.823 0.468 0.439 -0.178 0.147
H 2.605 -0.327 6.667 -0.026 -0.049 -0.005 0.067
H 3.232 1.186 6.023 -0.014 0.014 -0.020 0.067
H 2.196 0.167 5.022 -0.032 -0.008 0.001 0.078
H 5.008 -0.562 6.008 0.048 -0.046 -0.029 0.104
H 4.621 -0.033 4.377 0.017 -0.067 -0.028 0.104
H 4.832 -2.496 4.438 -0.060 -0.152 -0.016 0.107
H 3.177 -2.043 4.040 -0.034 -0.096 -0.020 0.109
C -3.412 10.440 -2.380 0.040 0.049 -0.022 -0.103
C -3.135 10.704 -3.856 -0.068 0.050 0.178 -0.264
C -3.241 9.437 -4.713 -0.008 0.233 0.078 -0.192
C -2.278 8.429 -4.283 0.511 -0.663 0.096 -0.222
N -1.512 7.638 -3.943 -0.360 0.532 -0.317 0.172
H -2.684 9.749 -1.956 -0.019 -0.054 -0.021 0.058
H -3.357 11.367 -1.809 -0.019 0.010 0.010 0.071
H -4.406 10.015 -2.237 -0.007 -0.022 0.010 0.080
H -2.138 11.134 -3.969 0.016 -0.016 -0.058 0.109
H -3.845 11.441 -4.236 0.000 -0.025 -0.078 0.103
H -3.052 9.663 -5.762 -0.027 -0.027 -0.037 0.114
H -4.242 9.009 -4.636 -0.023 -0.023 -0.010 0.121
```
Forces are in eV/Å.

LUMO in eV: 2.975
Charge: -2
E in eV: -71900.26705
2S+1: 1


Record 2
The molecule CH5N3O at a distorted geometry, computed with ωB97M-V/def2-TZVPD.

Structure (XYZ):
```
10
Properties=species:S:1:pos:R:3:forces:R:3:nbo_charge:R:1
N -1.914 0.064 0.075 -0.225 1.177 0.420 -0.664
N -0.703 -0.559 -0.119 0.171 1.484 0.647 -0.513
C 0.532 0.187 0.003 0.168 -2.098 -0.795 0.789
N 1.605 -0.735 0.017 1.265 1.594 0.670 -0.886
O 0.703 1.389 -0.035 -0.800 -1.325 0.474 -0.602
H -2.437 -0.045 0.943 0.791 -0.332 -0.196 0.353
H -2.503 0.019 -0.716 -0.523 0.020 -0.774 0.350
H -0.815 -1.555 -0.116 1.177 -0.267 0.128 0.368
H 1.494 -1.751 0.031 0.035 0.953 0.213 0.392
H 2.534 -0.296 0.312 -2.059 -1.207 -0.788 0.413
```
Forces are in eV/Å.

LUMO in eV: 0.827
ΔE to the lowest compared entry with this formula, charge and spin in eV: 0.452
E in eV: -7635.18552
2S+1: 1


Record 3
A cluster of 12 separate species, C13H50N12O12 in total at a distorted geometry, computed with ωB97M-V/def2-TZVPD.

Structure (XYZ):
```
87
Properties=species:S:1:pos:R:3:forces:R:3:lowdin_charge:R:1
N 1.640 -0.588 -1.940 -0.127 -1.964 4.660 0.165
C 1.656 -0.009 -3.084 6.568 1.609 -4.584 -0.675
N 0.478 0.305 -3.553 -4.381 0.420 -1.396 0.137
O 2.799 0.242 -3.759 -4.802 -0.997 2.897 -0.073
H 2.535 -0.942 -1.568 -0.991 0.365 -0.518 0.058
H 0.782 -0.594 -1.351 0.812 0.103 -0.744 0.092
H 0.487 0.680 -4.480 0.166 0.166 -0.504 0.125
H -0.518 0.038 -3.171 2.800 0.392 -0.539 0.111
N 1.449 0.220 3.650 -7.010 -0.058 1.622 0.110
C 2.490 -0.482 3.358 -1.624 -7.641 -3.253 -0.644
N 3.516 0.254 3.306 6.143 2.255 -0.488 0.185
O 2.452 -1.751 2.856 0.028 5.411 2.876 -0.078
H 0.487 -0.289 3.536 1.469 0.719 0.759 0.113
H 1.366 0.964 4.358 0.750 -0.856 -0.398 0.157
H 4.311 -0.220 2.917 0.599 0.258 0.079 0.126
H 3.470 1.271 3.190 0.129 -1.128 0.305 0.111
N 3.647 -1.251 0.433 -1.819 2.476 5.054 0.159
C 4.215 -1.911 -0.489 2.544 -8.120 -1.501 -0.614
N 4.262 -1.207 -1.598 3.362 -3.853 -5.620 0.121
O 4.545 -3.286 -0.382 -1.691 7.223 -0.622 -0.145
H 3.449 -1.763 1.280 -0.296 0.151 0.538 0.069
H 3.463 -0.223 0.451 0.278 -1.614 -0.421 0.143
H 4.706 -1.741 -2.470 -1.488 1.802 2.560 0.209
H 4.280 -0.237 -1.657 0.044 1.807 -0.110 0.082
N 1.717 2.322 2.106 0.372 -2.123 1.438 0.136
C 0.749 2.804 1.345 -4.433 -4.111 -0.020 -0.516
N 1.081 4.004 0.870 -3.428 2.329 -1.253 0.099
O -0.445 2.089 1.061 6.700 4.251 1.417 -0.107
H 1.520 1.357 2.516 0.180 1.367 -0.353 0.050
H 2.428 2.896 2.589 -0.905 -0.234 -0.956 0.125
H 0.193 4.339 0.388 1.762 0.464 0.805 0.171
H 1.609 4.647 1.482 -0.703 -0.474 -0.736 0.147
N -4.063 1.495 3.833 -0.719 2.525 2.266 0.160
C -3.700 0.574 2.984 0.487 -8.180 4.473 -0.613
N -3.471 0.910 1.797 1.796 0.191 -5.140 0.197
O -3.562 -0.764 3.408 -0.927 5.815 -1.624 -0.150
H -4.371 1.240 4.760 0.255 -0.064 -0.271 0.117
H -3.958 2.491 3.620 -0.269 -0.838 0.143 0.123
H -3.127 0.146 1.164 -0.528 0.877 0.632 0.098
H -3.303 1.869 1.528 -0.067 -0.156 -0.035 0.110
N 2.089 4.122 -1.694 3.620 2.029 2.304 0.125
C 1.434 3.500 -2.630 1.815 2.160 -8.842 -0.645
N 0.411 2.785 -2.279 -2.059 -3.741 -0.221 0.151
O 1.719 3.721 -3.993 -1.119 -1.286 6.753 -0.166
H 3.013 4.521 -2.011 -1.776 -0.502 0.613 0.142
H 1.899 3.980 -0.659 0.625 0.089 -2.289 0.058
H 0.368 1.895 -2.912 -0.441 2.047 1.351 0.094
H 0.363 2.539 -1.291 -0.265 -0.035 -0.285 0.069
C -0.045 -2.423 0.481 1.288 0.117 0.699 -0.038
C -0.167 -0.905 0.828 -2.534 -2.524 -0.160 -0.266
O -0.721 -0.281 -0.315 0.671 -0.026 -1.211 -0.133
H 0.563 -2.944 1.242 -0.422 0.307 0.021 0.077
H 0.569 -2.588 -0.398 0.036 0.271 -0.461 0.051
H -0.956 -3.014 0.331 -0.070 0.676 0.190 0.056
H 0.717 -0.500 1.267 0.982 0.432 -0.442 0.076
H -0.964 -0.768 1.545 0.137 -0.285 0.857 0.085
H -0.954 0.612 -0.058 0.099 0.824 0.260 0.018
C -2.566 0.486 -4.203 0.955 3.521 0.266 -0.107
O -2.119 0.069 -2.935 -0.752 -1.341 0.411 -0.158
H -3.604 0.616 -4.293 -1.595 -0.329 0.194 0.074
H -2.183 -0.062 -4.999 0.727 -1.401 -1.299 0.071
H -2.171 1.536 -4.334 -0.193 -1.009 0.174 0.125
H -2.374 -0.862 -2.831 0.131 0.273 0.152 0.123
C -3.763 -2.593 0.619 -0.388 -1.141 -0.858 -0.122
O -3.381 -1.300 0.217 -0.571 0.344 1.176 -0.129
H -3.014 -3.373 0.304 -0.759 0.710 0.318 0.090
H -4.751 -2.810 0.173 0.395 -0.273 0.142 0.088
H -3.875 -2.598 1.681 0.078 0.060 0.747 0.059
H -2.920 -1.378 -0.582 1.223 0.084 -1.604 0.035
C -0.894 -2.461 3.709 -2.715 -0.328 0.212 -0.123
O -0.849 -1.071 3.918 -0.195 0.490 1.689 -0.173
H -1.325 -3.030 4.590 -0.119 0.804 -1.138 0.118
H 0.043 -2.868 3.614 2.556 -0.521 -0.486 0.039
H -1.441 -2.542 2.756 -0.142 -0.939 0.633 0.071
H -1.628 -0.859 4.472 0.210 0.214 -0.914 0.096
C 2.023 -4.137 -2.847 -0.299 0.295 -0.309 -0.158
O 2.172 -2.945 -3.551 1.543 0.296 -1.765 -0.115
H 2.449 -5.005 -3.335 0.234 0.197 -0.338 0.087
H 0.982 -4.208 -2.817 -2.008 -1.343 0.558 0.053
H 2.397 -4.049 -1.866 0.749 -0.154 1.355 0.048
H 1.815 -2.231 -3.037 -0.127 0.253 0.386 0.005
C -3.564 2.463 -1.127 -0.362 -0.723 -1.458 -0.156
O -2.185 2.129 -1.057 -0.458 -1.735 -0.130 -0.187
H -4.246 1.742 -0.588 0.656 0.510 -0.708 0.084
H -3.826 2.548 -2.235 -0.239 -0.148 1.401 0.095
H -3.709 3.435 -0.688 0.073 0.435 0.195 0.067
H -2.098 1.213 -1.468 -0.225 1.783 0.423 0.054
```
Forces are in eV/Å.

LUMO in eV: -0.794
ΔE to the lowest compared entry with this formula, charge and spin in eV: 9.247
E in eV: -56738.18682
2S+1: 1


HOMO level readings, ordered: -0.489, -9.724, -8.204 eV